1.
Density functional theory data (ωB97M-V with the def2-TZVPD basis set) for a molecular structure, C35H33BrGeN5ORhS in a non-equilibrium geometry.

Geometry (Å):
1 Rh 1.17 -0.81 -0.15
2 C -1.66 1.26 2.53
3 C -0.81 0.28 1.81
4 N -0.33 0.51 0.60
5 N -0.48 1.72 0.13
6 C 0.25 1.86 -1.07
7 O 1.13 1.04 -1.37
8 C -0.07 3.02 -1.91
9 C -0.99 3.98 -1.49
10 C -1.27 5.06 -2.31
11 C -0.66 5.17 -3.55
12 C 0.25 4.20 -3.97
13 C 0.55 3.13 -3.16
14 C -0.45 -1.01 2.41
15 C -1.09 -1.51 3.52
16 C -0.66 -2.73 4.05
17 C 0.38 -3.39 3.43
18 C 0.96 -2.83 2.31
19 N 0.56 -1.66 1.82
20 H -1.46 2.27 2.18
21 H -1.52 1.20 3.61
22 H -2.72 1.06 2.32
23 H -1.46 3.88 -0.52
24 H -1.98 5.81 -1.99
25 H -0.89 6.01 -4.19
26 H 0.72 4.29 -4.94
27 H 1.25 2.37 -3.47
28 H -1.92 -0.98 3.97
29 H -1.15 -3.15 4.91
30 H 0.75 -4.34 3.80
31 H 1.78 -3.31 1.77
32 C -3.39 -0.53 -0.98
33 Ge -2.19 -2.09 -1.03
34 C -2.11 -2.96 -2.76
35 C -2.70 -4.21 -2.96
36 C -2.63 -4.84 -4.19
37 C -1.96 -4.23 -5.25
38 C -1.36 -2.99 -5.07
39 C -1.44 -2.37 -3.83
40 C -2.68 -3.38 0.34
41 C -3.77 -3.09 1.14
42 C -4.21 -3.95 2.17
43 C -3.52 -5.10 2.42
44 C -2.37 -5.43 1.67
45 C -1.62 -6.60 1.97
46 C -0.48 -6.89 1.28
47 C -0.04 -6.03 0.25
48 C -0.74 -4.90 -0.07
49 C -1.93 -4.57 0.63
50 H -4.42 -0.84 -1.18
51 H -3.10 0.19 -1.75
52 H -3.34 -0.04 -0.02
53 H -3.21 -4.71 -2.14
54 H -3.10 -5.81 -4.33
55 H -1.91 -4.72 -6.21
56 H -0.84 -2.52 -5.89
57 H -0.95 -1.41 -3.70
58 H -4.35 -2.19 0.95
59 H -5.09 -3.70 2.74
60 H -3.85 -5.77 3.20
61 H -1.97 -7.25 2.75
62 H 0.09 -7.78 1.51
63 H 0.87 -6.26 -0.29
64 H -0.38 -4.26 -0.86
65 Br 2.29 -2.57 -1.45
66 C 5.02 2.81 0.78
67 N 4.88 1.77 -0.23
68 C 5.56 1.71 -1.44
69 C 5.14 0.60 -2.08
70 N 4.23 -0.01 -1.25
71 C 4.06 0.71 -0.12
72 S 3.05 0.34 1.21
73 H 5.74 3.54 0.42
74 H 5.37 2.38 1.71
75 H 4.06 3.29 0.95
76 H 6.27 2.47 -1.73
77 H 5.42 0.18 -3.03
78 H 3.74 -0.88 -1.40

Values from the calculation:
**Net charge**: +1
**Lowest unoccupied orbital energy (alpha / beta)**: -3.635 / -5.664 eV
**Spin multiplicity**: 6
**Orbital gap (alpha / beta)**: 0.1971 / 0.1734 hartree
**ΔE to the lowest compared entry with this formula, charge and spin**: 56.3 kJ/mol
**<S²>**: 8.793

***

2.
Density functional theory data (ωB97M-V with the def2-TZVPD basis set) for a molecular structure, C35H33BrN5O3S3SiSn.

Geometry (Å):
1 Sn -0.54 -0.46 -2.83
2 C 2.39 3.59 -1.60
3 C 1.83 2.19 -1.62
4 N 0.59 1.91 -1.55
5 N -0.29 2.95 -1.38
6 C -1.52 2.54 -1.30
7 S -2.21 0.96 -1.43
8 S -2.78 3.74 -1.00
9 C -1.83 5.26 -0.64
10 C -1.50 5.39 0.82
11 C -0.26 5.00 1.30
12 C 0.03 5.08 2.65
13 C -0.92 5.56 3.54
14 C -2.16 5.96 3.07
15 C -2.45 5.87 1.72
16 C 2.78 1.06 -1.75
17 C 3.95 1.21 -2.49
18 C 4.87 0.18 -2.63
19 C 4.63 -1.04 -2.01
20 C 3.49 -1.21 -1.24
21 C 2.57 -0.17 -1.10
22 O 1.48 -0.37 -0.32
23 H 1.62 4.29 -1.30
24 H 2.73 3.88 -2.60
25 H 3.25 3.66 -0.93
26 H -2.45 6.08 -0.99
27 H -0.93 5.19 -1.25
28 H 0.47 4.60 0.61
29 H 1.00 4.75 3.02
30 H -0.70 5.62 4.60
31 H -2.91 6.33 3.76
32 H -3.43 6.17 1.35
33 H 4.14 2.16 -2.99
34 H 5.76 0.32 -3.23
35 H 5.33 -1.86 -2.12
36 H 3.28 -2.15 -0.74
37 Br -1.18 -8.28 -0.09
38 C -1.65 -6.44 0.00
39 C -2.69 -6.05 0.82
40 N -3.05 -4.78 0.94
41 C -2.38 -3.87 0.24
42 C -1.33 -4.18 -0.62
43 C -0.95 -5.51 -0.73
44 C -0.64 -3.12 -1.45
45 O 0.40 -3.39 -2.03
46 O -1.26 -2.00 -1.46
47 H -3.26 -6.78 1.38
48 H -2.69 -2.84 0.34
49 H -0.13 -5.77 -1.39
50 C -5.66 -1.48 -0.89
51 C -4.84 -2.20 -1.92
52 C -4.86 -3.59 -2.02
53 C -4.05 -4.15 -2.98
54 N -3.27 -3.42 -3.79
55 C -3.32 -2.09 -3.62
56 S -2.31 -1.10 -4.66
57 N -4.09 -1.47 -2.72
58 H -6.71 -1.76 -0.96
59 H -5.56 -0.41 -1.03
60 H -5.32 -1.74 0.11
61 H -5.47 -4.20 -1.36
62 H -3.99 -5.22 -3.12
63 C 0.82 1.60 1.67
64 Si 1.28 -0.17 1.31
65 C -0.06 -1.33 1.84
66 C 2.91 -0.55 2.16
67 C 4.01 0.31 2.03
68 C 5.22 0.03 2.64
69 C 5.36 -1.12 3.41
70 C 4.30 -1.99 3.54
71 C 3.09 -1.71 2.92
72 H 0.61 1.72 2.74
73 H -0.08 1.87 1.11
74 H 1.61 2.31 1.40
75 H -0.16 -1.33 2.93
76 H 0.13 -2.34 1.50
77 H -1.00 -1.00 1.40
78 H 3.91 1.21 1.44
79 H 6.06 0.71 2.52
80 H 6.31 -1.33 3.89
81 H 4.40 -2.89 4.13
82 H 2.26 -2.41 3.02

Values from the calculation:
**Net charge**: -1
**Lowest unoccupied orbital energy**: 2.319 eV
**Spin multiplicity**: 1
**Orbital gap**: 0.2551 hartree
**ΔE to the lowest compared entry with this formula, charge and spin**: 6.2 kJ/mol

***

3.
Density functional theory data (ωB97M-V with the def2-TZVPD basis set) for a molecular structure, C35H33Cl2MnN4OPS2.

Geometry (Å):
1 Mn 1.36 0.26 -0.67
2 Cl 4.25 -0.25 -0.45
3 C 4.23 -0.93 1.16
4 C 5.43 -0.96 1.84
5 C 5.46 -1.44 3.14
6 C 4.28 -1.84 3.75
7 C 3.09 -1.80 3.04
8 Cl 1.65 -2.32 3.86
9 C 3.03 -1.37 1.71
10 S 1.51 -1.48 0.83
11 H 6.33 -0.62 1.36
12 H 6.39 -1.47 3.69
13 H 4.27 -2.20 4.77
14 C 2.30 -0.49 -6.68
15 C 2.11 -0.55 -5.20
16 C 2.11 -1.77 -4.50
17 C 1.94 -1.73 -3.14
18 N 1.80 -0.56 -2.52
19 C 1.81 0.57 -3.25
20 S 1.62 1.98 -2.24
21 N 1.95 0.62 -4.57
22 H 2.16 -1.47 -7.14
23 H 3.31 -0.15 -6.89
24 H 1.61 0.23 -7.11
25 H 2.23 -2.71 -5.02
26 H 1.92 -2.61 -2.51
27 C -4.79 -1.22 -2.85
28 N -3.75 -0.31 -2.38
29 N -2.79 -0.80 -1.50
30 C -1.64 -0.06 -1.63
31 O -0.65 -0.26 -0.89
32 C -1.89 0.88 -2.68
33 C -3.16 0.66 -3.12
34 C -3.89 1.32 -4.24
35 C -3.15 -1.61 -0.39
36 C -2.25 -2.56 0.07
37 C -2.59 -3.34 1.17
38 C -3.82 -3.19 1.78
39 C -4.72 -2.24 1.31
40 C -4.38 -1.43 0.24
41 H -4.42 -2.25 -2.80
42 H -5.02 -0.98 -3.89
43 H -5.69 -1.14 -2.26
44 H -1.19 1.62 -3.03
45 H -3.35 2.21 -4.54
46 H -4.90 1.59 -3.95
47 H -3.94 0.66 -5.11
48 H -1.29 -2.68 -0.42
49 H -1.88 -4.07 1.53
50 H -4.09 -3.82 2.62
51 H -5.68 -2.11 1.79
52 H -5.05 -0.66 -0.11
53 C 1.01 3.57 0.60
54 P 0.88 1.83 1.11
55 C 1.96 1.73 2.56
56 C 1.48 1.50 3.84
57 C 2.36 1.47 4.91
58 C 3.71 1.69 4.71
59 C 4.19 1.93 3.43
60 C 3.32 1.94 2.35
61 C -0.83 1.59 1.64
62 C -1.78 2.57 1.40
63 C -3.10 2.38 1.79
64 C -3.47 1.20 2.42
65 C -2.52 0.21 2.65
66 C -1.21 0.39 2.25
67 H 2.05 3.76 0.34
68 H 0.72 4.22 1.42
69 H 0.40 3.76 -0.28
70 H 0.42 1.34 4.02
71 H 1.98 1.29 5.91
72 H 4.40 1.67 5.55
73 H 5.25 2.10 3.26
74 H 3.71 2.12 1.35
75 H -1.51 3.50 0.92
76 H -3.84 3.15 1.61
77 H -4.49 1.04 2.73
78 H -2.81 -0.72 3.13
79 H -0.48 -0.39 2.41

Values from the calculation:
**Net charge**: +1
**Lowest unoccupied orbital energy (alpha / beta)**: -3.838 / -2.446 eV
**Spin multiplicity**: 5
**Orbital gap (alpha / beta)**: 0.2399 / 0.2970 hartree
**ΔE to the lowest compared entry with this formula, charge and spin**: 1.3 kJ/mol
**<S²>**: 6.160

***

no.,energy (Ha)
1,-6861.9810
2,-6125.6601
3,-4856.8323